Entry 1:
Entry from the OMol25 dataset: a structure of composition C21H20CrN5O3 (ωB97M-V/def2-TZVPD).

As for the expectation value of S²: 0.77. Its highest occupied orbital energy (spin up / spin down) is -13.27 / -13.27 eV. As for the total charge: +2. The spin multiplicity is 2.

The geometry in XYZ format:
```
50
Properties=species:S:1:pos:R:3:mulliken_spin:R:1
Cr -0.51 0.13 -0.16 1.0361
O 2.89 4.12 -1.06 0.0001
C 3.65 3.06 -0.93 -0.0010
C 5.04 3.27 -0.83 -0.0002
C 5.90 2.21 -0.70 0.0000
C 5.42 0.89 -0.67 0.0003
C 4.07 0.66 -0.73 0.0018
C 3.15 1.73 -0.85 -0.0002
C 1.75 1.46 -0.85 -0.0063
O 1.26 0.26 -0.68 0.0104
N 0.86 2.43 -1.02 -0.0184
N -0.36 1.97 -0.85 -0.0305
C -1.43 2.66 -1.12 0.0070
C -2.63 1.90 -1.01 0.0046
C -3.91 2.40 -1.30 0.0054
C -4.99 1.54 -1.23 -0.0022
C -4.76 0.20 -0.91 0.0061
C -3.48 -0.22 -0.63 -0.0028
N -2.42 0.60 -0.66 -0.0144
H 1.94 3.90 -1.15 -0.0001
H 5.38 4.29 -0.87 0.0000
H 6.96 2.38 -0.62 0.0000
H 6.11 0.07 -0.59 0.0000
H 3.67 -0.35 -0.69 0.0013
H -1.38 3.68 -1.47 -0.0015
H -4.02 3.43 -1.57 0.0000
H -5.98 1.90 -1.43 0.0000
H -5.58 -0.50 -0.87 0.0002
H -3.28 -1.24 -0.33 -0.0001
C -2.05 -0.47 3.93 0.0006
C -1.20 -0.77 2.74 0.0021
O -1.32 -0.11 1.69 0.0017
N -0.31 -1.76 2.87 0.0029
C 0.69 -2.11 1.87 -0.0055
C 0.10 -2.76 0.63 0.0103
C 0.11 -4.13 0.45 -0.0010
C -0.38 -4.67 -0.73 0.0061
C -0.87 -3.81 -1.70 -0.0068
C -0.86 -2.45 -1.44 0.0097
N -0.40 -1.93 -0.30 -0.0149
H -1.98 0.59 4.16 0.0000
H -1.76 -1.05 4.80 0.0000
H -3.10 -0.67 3.69 0.0000
H -0.28 -2.27 3.74 -0.0002
H 1.40 -2.79 2.34 -0.0001
H 1.23 -1.20 1.56 -0.0003
H 0.51 -4.78 1.22 0.0001
H -0.38 -5.74 -0.89 0.0002
H -1.24 -4.18 -2.65 -0.0001
H -1.22 -1.74 -2.18 -0.0007
```

***

Entry 2:
Entry from the OMol25 dataset: a structure of composition C14H26B2CrF4N4O6PS2 (ωB97M-V/def2-TZVPD).

As for the expectation value of S²: 3.88. Its highest occupied orbital energy (spin up / spin down) is -15.73 / -15.76 eV. As for the total charge: +2. The spin multiplicity is 4.

The geometry in XYZ format:
```
60
Properties=species:S:1:pos:R:3:mulliken_spin:R:1
Cr -0.29 0.27 0.86 2.4516
C -1.20 -3.39 -1.37 -0.0044
C -1.13 -2.04 -0.76 0.0547
N -0.19 -1.64 0.03 -0.1281
O 0.77 -2.51 0.30 -0.0201
B 2.01 -1.95 0.95 -0.0118
F 2.95 -2.90 0.93 0.0009
F 1.64 -1.51 2.23 0.0074
O 2.47 -0.78 0.14 -0.0152
N 1.63 0.24 0.04 -0.1025
C 2.06 1.29 -0.58 0.0160
C 3.41 1.45 -1.15 -0.0067
C 1.03 2.36 -0.69 0.0412
N -0.08 2.01 -0.15 -0.0383
O -1.09 2.92 -0.19 -0.0112
B -2.38 2.41 -0.30 -0.0076
F -3.35 3.26 -0.18 0.0000
F -1.70 1.12 1.65 0.0352
O -2.73 1.13 -0.71 -0.0052
N -1.83 0.12 -0.55 -0.0323
C -2.15 -1.01 -1.05 0.0047
C -3.37 -1.31 -1.84 -0.0032
C 1.25 3.66 -1.35 -0.0036
H -0.29 -3.96 -1.18 0.0000
H -1.36 -3.31 -2.45 0.0015
H -2.05 -3.94 -0.96 0.0027
H 4.03 0.58 -0.93 0.0000
H 3.89 2.34 -0.74 0.0019
H 3.35 1.57 -2.24 0.0022
H -4.07 -0.48 -1.82 -0.0003
H -3.84 -2.21 -1.46 0.0004
H -3.08 -1.51 -2.87 0.0028
H 2.26 3.75 -1.72 -0.0002
H 1.03 4.47 -0.65 0.0020
H 0.55 3.77 -2.19 0.0023
C -1.49 1.78 6.88 0.0033
C -2.15 1.15 5.68 -0.0040
C -2.54 -0.29 5.86 0.0055
O -1.23 1.31 4.50 0.0305
P -0.05 0.47 4.01 -0.0013
S 0.98 1.40 2.59 -0.1193
S -0.82 -1.14 2.87 0.8342
O 0.71 -0.05 5.23 0.0023
C 1.88 -0.94 5.61 0.0062
C 1.46 -2.38 5.44 0.0101
C 3.11 -0.52 4.86 -0.0049
H -2.20 1.79 7.71 0.0000
H -1.19 2.81 6.67 -0.0003
H -0.61 1.21 7.19 0.0005
H -3.00 1.75 5.35 -0.0013
H -1.70 -0.91 6.17 -0.0006
H -2.99 -0.71 4.96 0.0020
H -3.30 -0.35 6.65 0.0003
H 1.96 -0.69 6.67 0.0006
H 1.38 -2.66 4.39 -0.0025
H 0.53 -2.59 5.97 -0.0013
H 2.24 -3.00 5.88 0.0004
H 3.03 -0.75 3.80 0.0025
H 3.95 -1.07 5.26 0.0000
H 3.31 0.54 4.99 -0.0001
```

***

Entry 3:
Entry from the OMol25 dataset: a structure of composition C23H26N2O6RuSi2 (ωB97M-V/def2-TZVPD).

As for the expectation value of S²: 0.76. For the relative energy (zero: lowest compared OMol25 entry of this formula, charge and spin), the calculation gives 0.0 kJ/mol. Its highest occupied orbital energy (spin up / spin down) is -4.66 / -4.81 eV. As for the total charge: -1. The spin multiplicity is 2.

The geometry in XYZ format:
```
60
Properties=species:S:1:pos:R:3:mulliken_spin:R:1
Ru -0.40 0.30 0.07 0.9429
O -6.52 0.25 -0.49 0.0020
C -5.16 0.28 -0.40 0.0090
C -4.36 0.55 -1.50 -0.0001
C -2.99 0.56 -1.32 0.0153
N -2.47 0.34 -0.12 -0.0229
C -3.22 0.07 0.95 0.0129
C -4.59 0.04 0.85 -0.0038
C -2.39 -0.20 2.21 -0.0194
O -2.96 -0.33 3.28 -0.0006
O -1.13 -0.30 1.99 0.0320
C -1.95 0.83 -2.40 0.0051
O -2.30 1.05 -3.54 0.0130
O -0.72 0.84 -1.96 0.0034
H -6.77 0.43 -1.40 -0.0003
H -4.76 0.73 -2.49 -0.0005
H -5.20 -0.17 1.72 -0.0002
O -0.80 3.26 -0.77 0.0062
C 0.26 3.90 -0.13 0.0034
C 0.71 3.31 1.20 0.0085
C 1.47 4.12 2.03 0.0021
C 1.94 3.62 3.23 0.0022
C 1.62 2.32 3.57 -0.0014
C 0.86 1.57 2.69 -0.0176
N 0.41 2.05 1.51 0.0288
H -0.48 2.51 -1.31 -0.0095
H -0.05 4.93 0.07 -0.0005
H 1.15 3.96 -0.78 0.0014
H 1.69 5.14 1.72 0.0000
H 2.54 4.24 3.89 0.0001
H 1.95 1.87 4.50 0.0000
H 0.58 0.55 2.91 0.0018
C 2.28 0.67 -2.27 -0.0039
Si 1.90 0.02 -0.52 -0.0091
C 3.25 0.87 0.54 0.0100
C 2.45 -1.81 -0.57 0.0088
C 3.77 -2.27 -0.68 0.0002
C 4.04 -3.63 -0.73 -0.0002
C 3.00 -4.55 -0.68 -0.0007
C 1.69 -4.10 -0.58 0.0000
C 1.40 -2.74 -0.52 -0.0172
Si -0.34 -1.99 -0.39 -0.0016
C -1.18 -2.38 -2.06 0.0047
C -1.27 -3.04 0.88 -0.0034
H 3.32 0.44 -2.53 -0.0012
H 2.14 1.75 -2.34 0.0009
H 1.63 0.21 -3.01 0.0007
H 4.22 0.83 0.04 -0.0006
H 3.36 0.38 1.51 0.0013
H 3.03 1.93 0.73 -0.0041
H 4.59 -1.56 -0.73 -0.0001
H 5.07 -3.97 -0.81 0.0000
H 3.21 -5.61 -0.71 0.0001
H 0.89 -4.83 -0.54 0.0000
H -1.08 -3.45 -2.28 0.0022
H -0.72 -1.82 -2.87 -0.0015
H -2.25 -2.14 -2.05 0.0014
H -1.20 -4.10 0.60 -0.0002
H -2.33 -2.79 0.92 0.0000
H -0.86 -2.91 1.88 0.0003
```